This record from the Open Molecules 2025 dataset describes C2H3BeLiO as an isolated structure in a non-equilibrium geometry. The level of theory is wB97M-V/def2-TZVPD.

Atoms and positions in Å:
O1 -1.72346 -1.00856 -0.08467
C1 -2.52008 0.01412 -0.60193
Li1 -1.04570 -0.37800 2.02139
Be1 -3.43385 -1.28082 0.76148
H1 -3.55741 -0.29738 -0.80719
C2 -2.28386 1.35907 -0.04392
H2 -3.06694 2.09289 -0.26285
H3 -1.27176 1.76950 -0.20912

Calculated values
Net charge = +1
Highest occupied orbital energy (alpha / beta) = -0.472 / -0.504 Ha
ΔE to the lowest compared entry with this formula, charge and spin = 11.2 kcal/mol
Multiplicity = 2


This record from the Open Molecules 2025 dataset describes C2H3BeLiO2 as an isolated structure in a non-equilibrium geometry. The level of theory is wB97M-V/def2-TZVPD.

Atoms and positions in Å:
O1 1.74221 -0.43701 1.85800
C1 0.81991 -0.48057 1.23385
C2 -0.44330 -0.49047 0.42891
O2 -0.43695 0.50323 -0.50404
Be1 0.21592 0.27398 -1.70137
H1 -1.23711 -0.41643 1.19794
H2 -0.48211 -1.52503 0.03247
Li1 -1.48432 2.03692 -0.09549
H3 1.30576 0.53537 -2.45027

Calculated values
Net charge = +2
Highest occupied orbital energy = -0.725 Ha
ΔE to the lowest compared entry with this formula, charge and spin = 0.0 kcal/mol
Multiplicity = 1


This record from the Open Molecules 2025 dataset describes C2H3BeO as an isolated structure in a non-equilibrium geometry. The level of theory is wB97M-V/def2-TZVPD.

Atoms and positions in Å:
O1 -0.39205 0.73064 0.33669
C1 0.24787 1.33708 -0.69443
Be1 1.62637 0.51441 0.40619
H1 -1.36637 0.76072 0.37734
C2 0.22364 -0.76021 -0.06199
H2 -0.01034 -1.21397 -1.03211
H3 -0.32912 -1.36866 0.66831

Calculated values
Net charge = +1
Highest occupied orbital energy (alpha / beta) = -0.502 / -0.502 Ha
ΔE to the lowest compared entry with this formula, charge and spin = 102.9 kcal/mol
Multiplicity = 1


This record from the Open Molecules 2025 dataset describes one molecule with the formula C2H3Br2FSi in a non-equilibrium geometry. The level of theory is wB97M-V/def2-TZVPD.

Atoms and positions in Å:
C1 -1.50339 0.60019 0.24868
C2 -0.72222 -0.09923 -0.49909
F1 1.50294 -0.51863 1.72821
Si1 1.32990 -0.38010 0.11249
Br1 2.13697 -2.24458 -0.73152
Br2 2.25455 1.56369 -0.55539
H1 -2.51898 0.62877 -0.22058
H2 -1.50741 1.01761 1.29081
H3 -0.97236 -0.56771 -1.37361

Calculated values
Net charge = 0
Structure (SMILES) = C=C[Si](F)(Br)Br
Highest occupied orbital energy = -0.375 Ha
ΔE to the lowest compared entry with this formula, charge and spin = 19.5 kcal/mol
Multiplicity = 1


This record from the Open Molecules 2025 dataset describes one molecule with the formula C2H3Br2N5 in a non-equilibrium geometry. The level of theory is wB97M-V/def2-TZVPD.

Atoms and positions in Å:
C1 1.78824 0.17827 1.32443
C2 0.23803 -0.19942 -0.03431
N1 0.68288 -0.60873 1.17780
N2 2.09895 0.92225 0.32879
N3 1.11490 0.68604 -0.55255
N4 -0.81960 -0.57571 -0.71182
N5 -1.98571 -0.74333 0.01154
Br1 -3.13622 -1.93682 -0.69105
Br2 -2.70215 1.35143 0.01926
H1 2.54506 0.16612 2.12902
H2 0.93015 1.36576 -1.27102
H3 -0.75453 -0.60587 -1.73009

Calculated values
Net charge = 0
Structure (SMILES) = BrN(Br)Nc1ncn[nH]1
Highest occupied orbital energy (alpha / beta) = -0.337 / -0.337 Ha
ΔE to the lowest compared entry with this formula, charge and spin = 2.4 kcal/mol
Multiplicity = 1


This record from the Open Molecules 2025 dataset describes a 2-piece molecular cluster, C2H3Br2NO overall in a non-equilibrium geometry. The level of theory is wB97M-V/def2-TZVPD.

Atoms and positions in Å:
C1 0.40024 0.43011 0.18168
C2 -1.04340 0.82209 0.08932
N1 0.59125 -0.75999 0.76516
O1 1.24738 0.94645 -0.55477
Br1 0.63184 -2.90660 -1.75528
Br2 2.28570 -1.17273 1.29781
H1 -1.62010 -0.09254 -0.00941
H2 -1.19575 1.20550 -0.93390
H3 -1.29716 1.52772 0.91940

Calculated values
Net charge = 0
Highest occupied orbital energy (alpha / beta) = -0.384 / -0.381 Ha
ΔE to the lowest compared entry with this formula, charge and spin = 43.3 kcal/mol
Multiplicity = 1


This record from the Open Molecules 2025 dataset describes C2H3Br2NO2 as an isolated structure in a non-equilibrium geometry. The level of theory is wB97M-V/def2-TZVPD.

Atoms and positions in Å:
C1 -0.98263 -0.63949 1.13321
C2 -0.17847 -1.26699 0.25987
N1 0.53239 1.08342 -1.21973
O1 1.40576 0.41193 -1.39628
O2 -0.64364 1.10068 -1.25248
Br1 1.36116 3.10429 -0.06788
Br2 1.61472 -1.79524 0.32654
H1 -0.65154 -0.40081 2.19096
H2 -1.85856 -0.00633 0.75154
H3 -0.59919 -1.59145 -0.72576

Calculated values
Net charge = 0
Highest occupied orbital energy (alpha / beta) = -0.361 / -0.361 Ha
ΔE to the lowest compared entry with this formula, charge and spin = 74.4 kcal/mol
Multiplicity = 1


This record from the Open Molecules 2025 dataset describes one molecule with the formula C2H3Br3ClP in a non-equilibrium geometry. The level of theory is wB97M-V/def2-TZVPD.

Atoms and positions in Å:
C1 -1.10728 0.18054 -0.33837
C2 0.11718 -0.61393 -0.06150
P1 1.68597 0.07660 0.75261
Cl1 -0.36068 -1.98640 1.43361
Br1 0.73553 -1.64425 -1.64528
Br2 2.20869 1.54765 -0.90725
Br3 0.70217 1.46472 2.15252
H1 -1.48329 0.47907 0.60357
H2 -1.59129 -0.55435 -1.08561
H3 -0.90701 1.05036 -0.90430

Calculated values
Net charge = 0
Structure (SMILES) = C[C@@](Cl)(Br)P(Br)Br
Highest occupied orbital energy = -0.371 Ha
ΔE to the lowest compared entry with this formula, charge and spin = 19.0 kcal/mol
Multiplicity = 1


This record from the Open Molecules 2025 dataset describes C2H3Br3S as an isolated structure in a non-equilibrium geometry. The level of theory is wB97M-V/def2-TZVPD.

Atoms and positions in Å:
C1 -0.93564 -0.29407 0.44645
C2 1.06788 -0.09963 -0.12530
S1 -1.69822 1.23641 0.23302
Br1 1.76445 -1.83231 0.39058
Br2 1.80899 1.30272 1.04052
Br3 1.34315 0.32000 -2.01353
H1 -0.97789 -1.11554 -0.27799
H2 -0.88355 -0.83080 1.47963
H3 -1.48916 1.31322 -1.17339

Calculated values
Net charge = 0
Highest occupied orbital energy = -0.328 Ha
ΔE to the lowest compared entry with this formula, charge and spin = 40.6 kcal/mol
Multiplicity = 1


This record from the Open Molecules 2025 dataset describes a 2-piece molecular cluster, C2H3BrCl2 overall in a non-equilibrium geometry. The level of theory is wB97M-V/def2-TZVPD.

Atoms and positions in Å:
C1 1.16245 -0.22657 -0.10283
C2 0.54707 0.94193 0.03012
Cl1 0.16069 1.64539 1.55448
Cl2 0.10633 1.90471 -1.28481
Br1 -2.03237 -1.37048 0.71187
H1 -2.67145 -1.70374 -0.44333
H2 1.16233 -0.47415 -1.20141
H3 1.56495 -0.71708 0.73591

Calculated values
Net charge = 0
Highest occupied orbital energy (alpha / beta) = -0.210 / -0.407 Ha
ΔE to the lowest compared entry with this formula, charge and spin = 1.6 kcal/mol
Multiplicity = 3


This record from the Open Molecules 2025 dataset describes a 2-piece molecular cluster, C2H3BrClF overall in a non-equilibrium geometry. The level of theory is wB97M-V/def2-TZVPD.

Atoms and positions in Å:
C1 -0.72276 -0.81977 -0.80268
C2 -0.45007 -0.17914 0.30833
F1 -1.13967 0.89230 0.62805
Cl1 1.55133 3.60253 2.15519
Br1 0.94752 -0.43819 1.55577
H1 -0.32126 -1.81828 -1.03149
H2 -1.44498 -0.39401 -1.49878
H3 1.63484 2.72283 1.19498

Calculated values
Net charge = 0
Structure (SMILES) = C=C(F)Br.Cl
Highest occupied orbital energy = -0.367 Ha
ΔE to the lowest compared entry with this formula, charge and spin = 18.2 kcal/mol
Multiplicity = 1


This record from the Open Molecules 2025 dataset describes one molecule with the formula C2H3BrClNO3 in a non-equilibrium geometry. The level of theory is wB97M-V/def2-TZVPD.

Atoms and positions in Å:
C1 -0.18532 -0.33779 -0.38471
C2 -0.17692 -1.67953 -1.13497
N1 -0.05641 -1.26030 -2.61068
O1 -0.53708 -0.17146 -2.83020
O2 0.55476 -1.97598 -3.33002
O3 -0.39163 -0.61697 0.96206
Cl1 -1.83898 -2.34551 -0.84203
Br1 1.26897 -2.85892 -0.64088
H1 0.74330 0.18641 -0.60931
H2 -1.15248 0.21061 -0.67568
H3 0.18393 -1.32536 1.25266

Calculated values
Net charge = 0
Structure (SMILES) = O=[N+]([O-])[C@@](Cl)(Br)CO
Highest occupied orbital energy = -0.413 Ha
ΔE to the lowest compared entry with this formula, charge and spin = 0.0 kcal/mol
Multiplicity = 1


This record from the Open Molecules 2025 dataset describes a 2-piece molecular cluster, C2H3BrFN overall in a non-equilibrium geometry. The level of theory is wB97M-V/def2-TZVPD.

Atoms and positions in Å:
C1 -0.77236 -0.26444 -0.06224
C2 1.17593 0.82362 -0.21527
N1 -1.92745 -0.60082 -0.52676
F1 -2.58866 -1.46578 0.37851
Br1 2.38578 -0.54703 0.07749
H1 -0.44617 -0.65655 0.90069
H2 0.97067 1.43978 0.64173
H3 1.20226 1.27122 -1.19414

Calculated values
Net charge = 0
Highest occupied orbital energy (alpha / beta) = -0.371 / -0.371 Ha
ΔE to the lowest compared entry with this formula, charge and spin = 89.1 kcal/mol
Multiplicity = 1


This record from the Open Molecules 2025 dataset describes a 2-piece molecular cluster, C2H3BrFN overall in a non-equilibrium geometry. The level of theory is wB97M-V/def2-TZVPD.

Atoms and positions in Å:
C1 -0.59742 -1.08263 -0.37985
C2 0.65209 -0.48884 -0.15140
N1 0.24496 -1.02195 0.89979
F1 1.47778 0.32216 -0.72962
Br1 -0.10659 2.56231 1.50486
H1 -1.60739 -0.51701 -0.50744
H2 -0.70715 -2.17457 -0.79065
H3 0.64372 2.40053 0.15431

Calculated values
Net charge = 0
Structure (SMILES) = FC1=NC1.Br
Highest occupied orbital energy = -0.388 Ha
ΔE to the lowest compared entry with this formula, charge and spin = 30.5 kcal/mol
Multiplicity = 1